{
  "formula": "C52H127N9O12",
  "method": "wB97M-V/def2-TZVPD",
  "total_energy_ha": -3452.5450,
  "relative_energy_kcal_mol": 116.8,
  "homo_ha": -0.314,
  "orbital_gap_ev": 8.844,
  "smiles": "CC1(C)CCCC(C)(C)N1O.CC1(C)CCCC(C)(C)N1O.COC[C@H](C)N.COC[C@H](C)N.COC[C@H](C)N.COC[C@H](C)N.COCCNCCOC.COCCNCCOC.COCCNCCOC",
  "charge": 0,
  "elements": ["C", "C", "C", "C", "C", "C", "C", "C", "C", "N", "O", "H", "H", "H", "H", "H", "H", "H", "H", "H", "H", "H", "H", "H", "H", "H", "H", "H", "H", "H", "C", "C", "C", "C", "C", "C", "C", "C", "C", "N", "O", "H", "H", "H", "H", "H", "H", "H", "H", "H", "H", "H", "H", "H", "H", "H", "H", "H", "H", "H", "C", "O", "C", "C", "C", "N", "H", "H", "H", "H", "H", "H", "H", "H", "H", "H", "H", "C", "O", "C", "C", "C", "N", "H", "H", "H", "H", "H", "H", "H", "H", "H", "H", "H", "C", "O", "C", "C", "C", "N", "H", "H", "H", "H", "H", "H", "H", "H", "H", "H", "H", "C", "O", "C", "C", "C", "N", "H", "H", "H", "H", "H", "H", "H", "H", "H", "H", "H", "C", "O", "C", "C", "N", "C", "C", "O", "C", "H", "H", "H", "H", "H", "H", "H", "H", "H", "H", "H", "H", "H", "H", "H", "C", "O", "C", "C", "N", "C", "C", "O", "C", "H", "H", "H", "H", "H", "H", "H", "H", "H", "H", "H", "H", "H", "H", "H", "C", "O", "C", "C", "N", "C", "C", "O", "C", "H", "H", "H", "H", "H", "H", "H", "H", "H", "H", "H", "H", "H", "H", "H"],
  "xyz": [[18.85837, -12.11889, 6.52574], [20.14376, -11.62265, 5.82505], [19.72778, -11.77177, 4.30296], [20.31891, -10.05940, 5.93435], [20.99816, -9.60140, 7.23171], [22.43144, -10.22910, 7.29728], [22.43751, -11.79827, 7.18656], [23.85539, -12.18947, 6.80539], [22.18134, -12.34235, 8.58697], [21.47410, -12.25055, 6.16493], [21.39747, -13.67521, 6.14966], [18.13365, -11.31133, 6.62925], [18.36427, -12.88565, 5.92904], [18.99007, -12.50352, 7.53708], [20.47479, -11.44772, 3.57834], [19.71646, -12.80928, 3.96896], [18.70676, -11.49186, 4.04360], [20.97609, -9.74623, 5.12309], [19.34807, -9.59257, 5.76809], [21.23440, -8.53735, 7.24045], [20.50740, -9.85913, 8.17023], [22.97355, -9.84296, 8.16049], [22.95235, -9.85914, 6.41417], [24.19131, -11.55818, 5.98275], [23.89872, -13.24610, 6.54128], [24.58189, -11.91462, 7.57008], [22.62585, -13.32620, 8.73719], [21.12048, -12.42203, 8.82427], [22.60118, -11.68497, 9.34835], [21.20227, -13.98864, 7.03581], [18.14549, -6.75539, 6.73588], [16.74612, -6.58068, 6.01357], [15.56079, -6.48235, 7.05715], [16.85572, -5.18146, 5.23331], [17.77408, -5.20267, 4.02878], [17.12621, -6.18830, 3.07806], [17.10748, -7.62809, 3.60954], [16.12896, -8.43169, 2.70783], [18.50558, -8.28989, 3.55641], [16.45119, -7.68299, 5.01844], [16.61014, -9.00266, 5.58642], [17.97802, -7.72009, 7.21484], [19.06689, -6.59243, 6.17680], [18.15057, -5.98897, 7.51091], [14.63437, -6.52665, 6.48455], [15.43015, -7.39285, 7.64198], [15.45006, -5.62584, 7.72215], [15.89353, -4.90715, 4.80084], [17.15978, -4.40794, 5.93851], [17.82353, -4.16391, 3.70223], [18.78193, -5.57219, 4.21796], [17.73485, -6.21967, 2.17436], [16.09609, -5.91139, 2.85385], [15.07645, -8.21640, 2.89215], [16.19783, -9.49788, 2.92367], [16.32177, -8.26350, 1.64828], [18.83971, -8.32890, 2.51962], [18.46178, -9.36522, 3.72916], [19.17210, -7.94516, 4.34698], [15.72045, -9.31074, 5.39898], [27.99363, -9.71123, 3.67230], [28.05584, -10.98758, 4.13941], [26.89191, -11.84536, 3.93928], [27.17169, -13.21105, 4.74095], [28.47964, -13.94803, 4.54425], [25.96179, -14.10703, 4.67138], [28.96249, -9.21248, 3.69797], [27.25577, -9.04069, 4.11280], [27.56401, -9.76838, 2.67218], [25.98339, -11.29744, 4.18922], [26.86061, -12.03473, 2.86632], [27.21345, -13.01875, 5.81304], [28.47676, -14.29842, 3.51210], [28.60073, -14.68071, 5.34213], [29.25369, -13.23009, 4.81539], [25.17933, -13.66744, 5.13465], [25.65181, -14.23167, 3.71824], [19.08660, -12.30302, 10.75596], [18.76358, -13.68943, 10.61893], [19.71460, -14.61567, 11.16402], [20.00243, -15.82090, 10.30049], [20.98375, -16.87866, 10.93609], [20.49461, -15.60439, 8.98317], [20.16191, -12.14427, 10.83729], [18.69451, -11.85477, 11.66889], [18.45820, -11.78495, 10.03152], [20.53531, -13.99406, 11.52200], [19.30589, -14.95990, 12.11405], [19.07514, -16.32680, 10.03161], [21.86582, -16.45502, 11.41628], [21.37299, -17.52816, 10.15203], [20.67915, -17.61771, 11.67711], [19.97777, -14.74727, 8.84783], [20.18750, -16.31062, 8.32969], [24.10887, -9.03139, 3.62773], [25.06001, -9.55089, 2.71806], [24.42952, -9.66823, 1.47459], [23.40711, -8.60965, 0.93815], [21.86721, -8.72956, 1.31357], [23.20962, -8.66002, -0.53987], [24.40918, -9.02715, 4.67554], [23.13202, -9.49038, 3.77999], [23.91019, -8.03007, 3.24566], [25.30406, -9.84244, 0.84774], [24.03687, -10.68484, 1.49558], [23.67025, -7.58179, 1.18790], [21.14474, -8.02506, 0.90149], [21.71318, -8.67562, 2.39128], [21.50886, -9.67443, 0.90504], [22.29360, -8.26765, -0.70434], [23.11625, -9.61817, -0.84537], [24.69807, -16.74571, 6.81520], [24.15414, -17.39064, 5.68486], [23.25786, -16.61001, 4.87067], [22.67708, -17.47990, 3.79550], [23.47723, -17.32370, 2.48556], [21.36230, -17.04655, 3.49657], [25.23519, -15.80979, 6.66136], [25.33879, -17.50670, 7.26068], [23.89042, -16.63066, 7.53808], [22.44542, -16.26004, 5.50750], [23.75808, -15.73503, 4.45559], [22.59011, -18.55306, 3.96541], [23.08369, -18.02523, 1.74997], [24.54629, -17.53611, 2.47597], [23.38040, -16.31930, 2.07337], [21.26525, -16.04910, 3.62217], [21.21947, -17.18899, 2.50692], [18.75464, -8.42787, 10.65761], [19.58188, -7.60832, 9.91157], [20.88642, -7.43833, 10.32334], [21.06887, -6.61138, 11.61410], [20.19493, -5.48174, 11.77358], [19.81217, -5.10443, 13.18822], [18.29920, -5.34464, 13.54761], [17.50321, -4.66796, 12.57439], [16.09963, -4.95224, 12.67042], [18.28127, -7.86742, 11.46378], [19.16015, -9.35220, 11.06906], [17.88817, -8.71765, 10.06317], [21.52122, -6.94425, 9.58780], [21.30365, -8.42523, 10.52343], [22.02568, -6.09527, 11.53512], [21.19009, -7.30698, 12.44449], [19.40011, -5.80219, 11.23910], [20.06360, -4.04561, 13.24972], [20.55406, -5.58336, 13.82723], [18.08653, -4.91376, 14.52598], [18.24904, -6.43295, 13.51347], [15.88995, -6.02088, 12.62418], [15.72537, -4.58357, 11.71538], [15.75685, -4.32676, 13.49467], [24.31509, -14.07021, 11.19464], [25.63989, -14.52067, 10.82291], [26.70094, -13.56637, 10.64135], [28.05412, -14.39537, 10.61453], [28.08935, -15.46550, 11.58185], [28.31952, -14.97421, 12.93468], [28.64031, -16.09001, 13.93735], [27.51692, -16.66176, 14.52459], [26.84361, -15.86187, 15.48658], [23.58494, -14.87093, 11.31227], [24.03583, -13.22585, 10.56442], [24.40876, -13.63913, 12.19138], [26.70834, -12.90455, 11.50739], [26.67515, -12.99396, 9.71410], [28.92441, -13.74393, 10.53514], [27.98619, -14.89749, 9.64946], [27.17687, -15.88554, 11.47668], [27.52533, -14.27911, 13.20708], [29.20982, -14.34539, 12.92820], [29.21734, -15.63204, 14.74072], [29.22599, -16.90522, 13.51249], [26.73538, -14.81163, 15.21566], [27.45574, -15.90056, 16.38763], [25.85168, -16.31077, 15.53818], [21.58896, -21.06710, 6.14656], [20.44768, -20.23441, 6.10159], [20.65200, -18.99361, 6.76944], [19.52683, -18.04899, 6.38489], [18.34677, -18.42181, 7.06128], [17.10440, -17.83043, 6.42752], [17.03296, -16.33060, 6.65141], [15.78307, -15.86473, 6.10001], [15.42958, -14.62345, 6.60918], [21.20897, -22.06689, 5.93649], [22.16722, -21.16850, 7.06494], [22.24317, -20.90990, 5.28900], [21.62679, -18.52901, 6.62097], [20.61998, -19.12843, 7.85060], [19.31336, -18.26322, 5.33769], [19.88390, -17.02688, 6.51098], [18.38828, -19.40924, 6.85306], [16.22051, -18.39634, 6.72176], [16.97487, -17.91848, 5.34883], [17.89214, -16.03174, 6.05092], [17.27851, -16.09612, 7.68718], [16.16917, -13.88615, 6.29696], [15.04335, -14.62922, 7.62844], [14.52628, -14.40867, 6.03820]],
  "forces_ev_per_angstrom": [[0.22, -0.10, 0.77], [-0.29, 1.39, -1.04], [1.36, -1.86, -0.30], [0.35, -0.67, 1.12], [1.61, -0.63, 0.10], [-1.33, -0.40, -1.29], [-0.09, 1.63, 0.92], [0.16, 0.34, -0.68], [-0.50, -0.51, 0.47], [-0.76, -0.04, -0.92], [0.18, 0.47, -0.68], [0.08, 0.23, -0.16], [0.18, -0.19, 0.13], [0.24, -0.13, 0.10], [-0.02, 1.06, 0.21], [-0.06, -0.68, 0.69], [0.18, 0.77, 0.43], [0.02, 0.01, -0.17], [0.02, -0.10, 0.17], [-0.69, 0.24, -0.04], [-0.57, 0.06, -0.13], [0.03, -0.42, 0.13], [0.15, 0.12, -0.13], [-0.16, -0.30, -0.54], [0.16, 0.03, 0.18], [-0.20, -0.42, 0.49], [-0.08, -0.13, -0.06], [-0.17, 0.01, -0.12], [0.16, 0.05, -0.06], [-0.22, -0.02, 0.62], [-2.28, 0.16, 0.54], [1.29, 1.31, -0.57], [-0.23, -1.12, -1.18], [-0.22, -1.28, 0.62], [-0.49, -0.53, 0.53], [0.58, -0.08, -0.17], [-0.88, -0.86, 1.08], [0.19, -0.29, 0.34], [-0.95, -0.79, 0.16], [0.38, 1.57, -0.78], [-0.02, 0.98, -0.29], [1.12, -0.16, 0.12], [-0.31, -0.57, -0.33], [0.09, -0.10, 0.27], [-0.05, 0.37, -0.39], [0.65, -0.10, 0.31], [0.77, 0.14, -0.19], [-0.34, 0.07, 0.39], [-0.13, -0.14, 0.26], [0.15, -0.18, -0.61], [0.13, 0.27, 0.31], [-0.36, -0.08, -0.39], [0.03, 0.21, -0.18], [0.09, 0.58, 0.12], [0.33, -0.13, -0.15], [0.16, -0.07, -0.02], [0.60, 0.90, 0.05], [-0.56, 0.00, 0.42], [0.32, 0.50, -0.66], [-0.03, -0.52, 0.28], [-1.14, 1.07, -1.57], [-0.14, -2.10, 1.68], [2.49, -0.40, 0.48], [-2.21, 0.75, 0.96], [-0.51, 1.02, -0.17], [0.93, 0.31, -0.36], [0.06, -0.34, -0.05], [-0.12, -0.06, 0.96], [0.57, 0.38, -0.75], [-0.11, -0.36, 0.48], [-0.23, -0.31, -0.30], [-0.25, 0.86, 0.09], [0.84, -0.42, 0.18], [-0.42, -0.59, -0.56], [0.29, 0.12, -0.85], [0.05, 0.19, 0.11], [0.12, -0.15, -0.35], [-1.03, -0.59, 0.78], [0.34, -0.10, -0.62], [-0.44, 1.01, 1.05], [0.16, -3.39, 0.99], [0.13, -0.11, 0.39], [1.25, 2.65, -0.79], [0.04, 0.26, -0.88], [-0.14, -0.44, 0.73], [0.90, 0.11, -0.71], [0.92, -0.38, -0.55], [-0.21, -0.50, 0.03], [-0.73, -0.16, 1.47], [0.06, 0.56, -0.25], [-0.06, 0.30, -0.35], [-1.02, 0.37, 0.19], [-0.04, 0.44, -1.67], [-0.27, 0.02, 0.15], [-0.16, 1.08, 0.79], [-1.17, 0.71, 1.45], [0.27, -1.37, -1.23], [-2.55, 0.40, -0.88], [0.78, -0.98, 1.96], [1.70, -0.01, -0.37], [1.09, 0.29, -0.23], [-0.13, -0.96, -1.04], [-0.20, 0.33, 0.79], [-0.24, 0.81, -0.90], [-1.15, -0.07, -0.30], [0.63, -0.11, -0.01], [0.77, 0.71, -0.32], [-0.29, -0.32, 0.12], [0.07, -0.37, 0.45], [0.19, 0.17, -0.29], [0.20, -0.30, -0.01], [-0.60, -0.94, 0.53], [0.00, 0.44, -1.26], [0.46, -0.99, 1.83], [1.53, -0.03, -1.82], [0.67, -0.49, -0.45], [-1.99, 0.65, -0.19], [-0.03, -0.03, -0.40], [0.37, 0.26, -0.03], [-0.17, 0.57, 0.27], [-0.22, 0.21, 0.22], [0.14, 0.06, -0.12], [0.55, 0.03, 0.93], [-0.24, 0.02, -0.17], [0.14, -0.09, 0.63], [-0.21, 0.17, 0.12], [-0.02, 0.28, 0.16], [-0.45, -0.11, -0.10], [-1.38, -0.01, 0.58], [-0.44, 0.50, -1.44], [1.00, 0.22, 1.31], [1.88, 0.28, 0.23], [-1.89, -0.65, 0.46], [0.06, 0.64, -1.55], [1.92, 0.67, -0.93], [0.49, -1.16, 0.12], [1.32, 0.91, -1.08], [0.22, 0.08, 0.55], [0.68, 0.02, -0.07], [0.21, -0.04, -0.50], [-0.70, -0.18, -0.67], [0.41, -0.19, -0.03], [0.78, -0.78, -0.08], [-0.58, 0.02, 0.58], [-0.93, 0.84, 0.13], [-0.36, 0.19, 0.20], [-0.52, -0.37, 0.46], [-0.01, -0.36, 0.30], [-0.95, -0.20, 0.13], [-0.07, -0.08, 0.85], [-0.35, 0.31, 0.20], [-0.78, -0.69, 0.18], [1.92, 1.23, 0.65], [-0.37, -0.44, -0.68], [0.55, -0.77, 1.15], [-1.95, -0.21, -1.31], [0.88, 0.46, 0.09], [0.57, -0.41, -0.50], [-0.29, 1.08, 0.43], [-1.12, -0.50, -0.28], [0.53, -0.51, -0.60], [0.37, -0.15, -0.80], [-0.51, -0.39, -0.32], [-0.06, 0.16, 0.38], [-0.12, 0.41, 0.02], [-0.53, 0.07, -0.09], [0.02, 0.00, 0.58], [0.23, -0.05, -0.27], [-0.10, -0.36, 0.46], [-0.32, -0.20, 0.76], [0.23, 0.05, -0.34], [0.48, 0.10, 0.18], [-0.06, 0.23, -0.32], [0.02, 0.09, -0.32], [-0.46, -0.02, 0.51], [0.12, 0.13, 0.63], [-0.50, -1.47, -1.13], [0.79, 0.59, 0.74], [-0.13, 0.47, 0.37], [1.60, -0.23, -1.42], [-2.40, 0.47, 0.29], [-0.01, -0.88, 0.44], [0.09, -1.28, -0.72], [1.71, -1.21, 1.18], [-1.53, 0.41, -1.44], [-0.13, -0.20, 0.20], [-0.24, 0.70, 0.28], [0.34, 0.65, 0.14], [0.23, -0.20, -0.78], [-0.18, -0.34, 0.38], [0.71, 0.70, -0.65], [-0.33, 0.18, -0.01], [-0.98, -0.49, 0.46], [0.02, 0.25, 0.96], [0.94, -0.35, -0.57], [-0.06, 1.08, -0.14], [-0.72, 0.37, 0.25], [0.12, 0.35, 0.79], [0.89, 0.06, 0.45], [-0.12, 0.48, -0.13]]
}